# 1
A cluster of 8 separate species, C18H38Br14IN2 in total. Source: the Open Molecules 2025 dataset; level of theory: ωB97M-V/def2-TZVPD.

Values from the calculation:
- LUMO (eV) = 1.8
- gap between HOMO and LUMO (eV) = 4.2

Structure (ORCA input):
```
! wB97M-V def2-TZVPD RIJCOSX def2/J DEFGRID3
* xyz -1 1
N -0.56247 1.44588 -1.56034
C -1.38106 2.64048 -1.97214
N -2.14886 3.21110 -0.95567
C -3.54673 3.09728 -1.12196
C -4.23745 1.72928 -0.84102
C -4.42651 0.82997 -2.04149
I -6.39541 0.88211 -2.87009
H -1.17845 0.85190 -1.00839
H -0.23089 0.89983 -2.35356
H -0.61035 3.31664 -2.38031
H -2.00450 2.34860 -2.84126
H -4.02836 3.81273 -0.45242
H -3.90411 3.36079 -2.14549
H -5.20088 1.91046 -0.36940
H -3.62532 1.19340 -0.11634
H -4.25532 -0.22250 -1.85903
H -3.81681 1.13393 -2.88236
Br -8.37020 -3.71109 -1.81084
C -8.29455 -2.92719 -3.58495
C -7.28911 -3.61764 -4.47044
Br -5.47624 -3.13381 -4.00233
H -8.04661 -1.87872 -3.44688
H -9.29497 -3.02748 -3.99837
H -7.42906 -3.29765 -5.50021
H -7.36428 -4.69791 -4.40570
Br 0.90192 -1.06311 -4.21793
C 2.15642 -1.51258 -2.80136
C 2.07018 -0.52264 -1.67498
Br 2.91169 1.16414 -2.12617
H 3.14902 -1.54126 -3.23190
H 1.86681 -2.49842 -2.44374
H 2.59316 -0.89408 -0.79711
H 1.04519 -0.27472 -1.41676
Br 2.36524 -2.94574 2.42865
C 3.00695 -1.40418 3.43062
C 2.03844 -0.25344 3.37107
Br 2.09922 0.62443 1.64991
H 3.96538 -1.14747 2.99344
H 3.14407 -1.73948 4.45585
H 2.33294 0.50240 4.09454
H 1.00912 -0.54736 3.55134
Br 4.86888 0.86556 5.42498
C 5.34627 2.66100 4.86119
C 4.85844 2.93424 3.45984
Br 5.91199 1.98756 2.13285
H 6.42550 2.73202 4.93880
H 4.87372 3.33918 5.56680
H 4.95136 3.99238 3.22970
H 3.82919 2.61801 3.31341
Br -2.73873 -5.17441 0.85926
C -1.67280 -5.18830 2.47736
C -2.08487 -4.11713 3.45285
Br -1.52313 -2.35801 2.87218
H -0.63987 -5.06171 2.17004
H -1.80842 -6.17118 2.92238
H -1.60668 -4.28907 4.41435
H -3.16166 -4.07545 3.57838
Br 5.59781 -2.33220 -2.11710
C 7.24066 -1.46432 -2.66995
C 7.01509 -0.02243 -3.05026
Br 6.15399 0.14473 -4.77956
H 7.63717 -2.04096 -3.49857
H 7.91284 -1.53169 -1.81812
H 7.96985 0.49010 -3.13830
H 6.37877 0.49204 -2.33635
Br -1.76848 1.77714 2.56236
C -1.47784 3.67251 2.37580
C -0.01959 4.02319 2.24960
Br 0.92660 3.89098 3.95760
H -1.93143 4.15404 3.23625
H -2.00063 3.95634 1.46369
H 0.09602 5.05656 1.93388
H 0.49852 3.36057 1.56384
*
```

# 2
The molecule C25H24FN3O3. Source: the Open Molecules 2025 dataset; level of theory: ωB97M-V/def2-TZVPD.

Values from the calculation:
- LUMO (eV) = 0.6
- SMILES string = COc1ccc(N2C(=O)CC[C@H](C(=O)NCc3ccccn3)[C@H]2c2ccc(F)cc2)cc1
- gap between HOMO and LUMO (eV) = 8.7

Structure (ORCA input):
```
! wB97M-V def2-TZVPD RIJCOSX def2/J DEFGRID3
* xyz 0 1
C 2.59592 3.72987 3.67332
O 1.31115 3.16414 3.76745
C 0.95011 2.22253 2.85403
C -0.34604 1.71881 2.97449
C -0.81467 0.76553 2.09839
C 0.00023 0.29151 1.07148
N -0.50939 -0.66977 0.16286
C 0.24915 -1.68756 -0.32237
O 1.43018 -1.83723 -0.07129
C -0.50645 -2.69760 -1.17302
C -1.46245 -2.09249 -2.20963
C -1.88999 -0.67531 -1.83181
C -1.04161 0.46122 -2.42015
O -1.52659 1.55920 -2.59471
N 0.23435 0.15695 -2.72462
C 1.16993 1.14606 -3.22020
C 2.42470 1.18889 -2.38698
C 3.20446 0.05011 -2.19810
C 4.32780 0.13987 -1.39422
C 4.64353 1.36310 -0.82291
C 3.81567 2.44173 -1.09284
N 2.73472 2.35789 -1.84721
C -1.87703 -0.50255 -0.29702
C -2.87132 -1.41004 0.40207
C -2.48072 -2.26037 1.43000
C -3.40153 -3.07132 2.06992
C -4.72432 -3.01887 1.67414
F -5.62692 -3.81059 2.28743
C -5.14744 -2.16588 0.67077
C -4.21473 -1.36149 0.04387
C 1.29070 0.78399 0.95707
C 1.76587 1.73780 1.83906
H 2.65632 4.45905 4.47976
H 3.37819 2.97587 3.80856
H 2.74102 4.23726 2.71426
H -0.97070 2.09189 3.77029
H -1.81666 0.38298 2.22195
H -1.07322 -3.31911 -0.47586
H 0.23495 -3.34325 -1.64704
H -1.00390 -2.08652 -3.20031
H -2.35122 -2.72302 -2.27525
H -2.90353 -0.48328 -2.19183
H 0.62066 -0.73682 -2.46714
H 0.67302 2.11751 -3.18275
H 1.42766 0.91260 -4.26181
H 2.94000 -0.88722 -2.66390
H 4.94244 -0.72958 -1.21535
H 5.50960 1.47515 -0.18928
H 4.02046 3.42390 -0.68608
H -2.16109 0.53739 -0.08812
H -1.44940 -2.28767 1.74896
H -3.10331 -3.73361 2.86693
H -6.18971 -2.13480 0.39619
H -4.54265 -0.67916 -0.72526
H 1.93948 0.41572 0.18279
H 2.77433 2.09662 1.71100
*
```

# 3
The molecule C5H14N2. Source: the Open Molecules 2025 dataset; level of theory: ωB97M-V/def2-TZVPD.

Values from the calculation:
- LUMO (eV) = 1.1
- SMILES string = CC[C@@H](C)NCN
- gap between HOMO and LUMO (eV) = 9.8
- ΔE to the lowest compared entry with this formula, charge and spin (kcal/mol) = 26.3

Structure (ORCA input):
```
! wB97M-V def2-TZVPD RIJCOSX def2/J DEFGRID3
* xyz 0 1
C -0.94127 2.46766 -0.02643
C 0.02547 1.33447 0.37707
C -0.01959 0.08462 -0.53780
C 0.83367 0.44757 -1.78461
N 0.62301 -1.04729 0.12334
C -0.30613 -2.12885 0.40962
N 0.10060 -3.00179 1.50925
H -1.97509 2.36959 0.28508
H -0.80290 2.79595 -1.05536
H -0.60279 3.32211 0.57705
H -0.08242 1.20474 1.46459
H 1.01687 1.79864 0.29983
H -1.08052 -0.01718 -0.79197
H 1.82038 0.68781 -1.40406
H 0.38344 1.31192 -2.29568
H 0.83578 -0.32181 -2.55045
H 1.05962 -0.79164 0.99019
H -0.50526 -2.83843 -0.39391
H -1.26530 -1.70813 0.74705
H 1.05003 -3.32704 1.63740
H -0.16759 -2.64291 2.41979
*
```

# 4
A cluster of 2 separate species, CH7NS2 in total. Source: the Open Molecules 2025 dataset; level of theory: ωB97M-V/def2-TZVPD.

Values from the calculation:
- LUMO (eV) = 0.6
- SMILES string = CSS.N
- gap between HOMO and LUMO (eV) = 9.8
- ΔE to the lowest compared entry with this formula, charge and spin (kcal/mol) = 2.8

Structure (ORCA input):
```
! wB97M-V def2-TZVPD RIJCOSX def2/J DEFGRID3
* xyz 0 1
C -2.62965 1.54765 -1.34238
S -1.78480 0.08055 -0.66687
S -0.75977 0.84407 0.94631
H -2.96935 1.24418 -2.31862
H -1.89719 2.33489 -1.44931
H -3.43203 1.86737 -0.69063
H 0.36789 1.20571 0.31192
N 6.49752 -3.03490 0.54296
H 6.90642 -3.94746 0.40559
H 6.25096 -2.83724 1.49648
H 5.68259 -3.00709 -0.05350
*
```

# 5
A cluster of 7 separate species, H15NO6 in total. Source: the Open Molecules 2025 dataset; level of theory: ωB97M-V/def2-TZVPD.

Values from the calculation:
- LUMO (eV) = 0.3
- SMILES string = N.O.O.O.O.O.O
- gap between HOMO and LUMO (eV) = 10.2
- ΔE to the lowest compared entry with this formula, charge and spin (kcal/mol) = 26.4

Structure (ORCA input):
```
! wB97M-V def2-TZVPD RIJCOSX def2/J DEFGRID3
* xyz 0 1
N -1.46399 1.86415 1.99128
H -1.57771 2.72721 2.51470
H -0.85541 1.30912 2.57797
H -1.07048 2.17332 1.11384
O 2.25901 1.41337 1.06256
H 3.00321 1.26688 1.65181
H 2.02154 0.52168 0.79004
O -0.15275 0.67548 -3.07589
H -0.09354 1.58944 -2.80043
H 0.60016 0.51572 -3.66489
O -2.26268 -3.06521 1.05498
H -2.20959 -2.51922 0.25106
H -2.95798 -3.65202 0.74936
O 0.87117 -1.94883 2.12939
H 0.01371 -2.19118 2.49005
H 1.37819 -1.56902 2.86872
O -1.48091 -1.43861 -1.46423
H -1.32512 -0.48357 -1.48768
H -0.85359 -1.75059 -2.12730
O 1.94190 2.38313 -1.73032
H 2.72498 2.90731 -1.49563
H 1.65833 2.07116 -0.86423
*
```

# 6
A structure of composition C15H26CuN6O7. Source: the Open Molecules 2025 dataset; level of theory: ωB97M-V/def2-TZVPD.

Values from the calculation:
- LUMO (alpha / beta) (eV) = -2.2 / -2.2
- gap between HOMO and LUMO (alpha / beta) (eV) = 5.2 / 5.4
- ⟨S²⟩ = 0.754
- ΔE to the lowest compared entry with this formula, charge and spin (kcal/mol) = 0.0

Structure (ORCA input):
```
! wB97M-V def2-TZVPD RIJCOSX def2/J DEFGRID3
* xyz 0 2
O -1.93804 0.97979 -2.98149
H -2.54579 1.48044 -3.57063
Cu -0.38984 -0.30712 0.27434
N -1.96863 0.81189 0.50790
N 0.27782 1.70091 -0.19342
N -0.59163 -2.28932 0.42777
N 1.47608 -0.89044 -0.18156
O -3.02717 0.20746 0.84591
O -1.71405 -2.90776 0.52034
O 2.56926 -0.10112 -0.20554
O 1.51318 2.10214 -0.25393
C -0.65801 2.65202 -0.06184
C -1.95164 2.13525 0.24412
C 0.54420 -2.97286 0.35595
C 1.70353 -2.17539 0.11839
C -3.20735 2.91697 0.15182
H -3.56981 2.95489 -0.88556
H -3.05366 3.94310 0.48966
H -3.97310 2.43326 0.75908
C -0.27699 4.07704 -0.18915
H 0.20212 4.26902 -1.15224
H 0.41737 4.38998 0.59661
H -1.14649 4.72489 -0.12017
C 0.49360 -4.41215 0.62203
C 3.06008 -2.71929 0.37163
H -0.53297 -4.73061 0.42876
H 0.74329 -4.58466 1.67135
H 1.20349 -4.94410 -0.00242
H 3.81940 -1.93548 0.45576
H 3.35136 -3.41262 -0.43060
H 3.04180 -3.29483 1.31056
H -2.33013 -1.45873 -0.51854
H 2.19668 0.89461 -0.23552
C 0.03523 0.61258 -3.44224
H -0.30152 1.66876 -3.34955
H -0.61093 -0.27134 -3.46815
H 0.96641 0.44382 -2.84555
O -1.81517 -0.93820 -1.20793
H -2.18682 0.17424 -2.48821
H -1.63115 -1.54681 -1.94670
N 1.89037 0.08291 7.00349
C 0.81625 -0.57986 6.45436
O 0.12857 -1.35253 7.11314
C 0.56387 -0.34112 4.99863
C 1.39820 0.42743 4.17385
C 1.08969 0.55069 2.81365
N 0.01459 -0.04456 2.27078
C -0.79991 -0.76738 3.05540
C -0.55432 -0.94584 4.41126
H 2.01368 -0.01951 8.00588
H 2.37694 0.84533 6.54401
H 2.29713 0.93437 4.52922
H 1.72631 1.14208 2.14533
H -1.66273 -1.22874 2.57688
H -1.25357 -1.56860 4.95944
*
```